(1)
Below is 12 unconnected molecules or ions with the total composition C40H112N8O12 at a distorted geometry, with properties calculated with ωB97M-V with the def2-TZVPD basis set.

The value obtained for the HOMO energy is -8.973 eV. Its SMILES is COC[C@H](C)N.COC[C@H](C)N.COC[C@H](C)N.COC[C@H](C)N.COC[C@H](C)N.COC[C@H](C)N.COC[C@H](C)N.COC[C@H](C)N.CCO.CCO.CCO.CCO. Its total energy is -79776.60811 eV. As for the gap between HOMO and LUMO: 9.32 eV. As for the maximum force: 2.8 eV/Å.

Structure (ORCA input):
```
! RIJCOSX wB97M-V def2-TZVPD def2/J DEFGRID3
* xyz 0 1
C 4.488 3.734 -5.334
C 5.400 2.761 -4.520
C 4.814 2.109 -3.264
O 3.633 1.437 -3.801
C 3.046 0.536 -2.884
N 5.805 1.690 -5.381
H 4.968 4.218 -6.185
H 4.097 4.568 -4.752
H 3.658 3.141 -5.717
H 6.190 3.439 -4.196
H 4.547 2.937 -2.607
H 5.487 1.436 -2.733
H 2.884 1.175 -2.015
H 3.850 -0.170 -2.676
H 2.252 -0.033 -3.368
H 5.104 1.020 -5.100
H 5.500 2.017 -6.287
C -3.946 -1.065 3.903
C -3.016 -1.877 4.854
C -2.240 -0.983 5.794
O -1.152 -0.583 4.966
C -0.039 -0.011 5.678
N -3.841 -2.829 5.576
H -3.325 -0.740 3.068
H -4.415 -0.262 4.472
H -4.763 -1.604 3.423
H -2.292 -2.397 4.226
H -1.853 -1.520 6.659
H -2.885 -0.236 6.256
H -0.343 0.752 6.395
H 0.635 0.313 4.886
H 0.517 -0.773 6.224
H -3.370 -3.431 6.236
H -4.210 -3.453 4.872
C 2.042 0.823 2.213
C 0.712 0.186 1.783
C 0.824 -0.283 0.299
O -0.318 -0.910 -0.243
C -1.503 -0.115 -0.430
N 0.447 -1.020 2.536
H 2.350 1.509 1.425
H 2.920 0.184 2.317
H 1.970 1.409 3.129
H -0.216 0.753 1.869
H 1.471 -1.123 0.046
H 1.141 0.549 -0.331
H -1.389 0.902 -0.805
H -2.174 -0.122 0.429
H -2.015 -0.440 -1.335
H -0.215 -1.609 2.051
H 0.143 -0.804 3.474
C -7.104 -0.142 1.857
C -5.924 0.406 0.951
C -5.601 -0.446 -0.342
O -6.891 -0.677 -0.960
C -6.883 -1.146 -2.278
N -6.187 1.807 0.515
H -7.440 0.503 2.668
H -6.587 -0.981 2.322
H -7.961 -0.567 1.335
H -4.996 0.339 1.518
H -5.182 -1.384 0.022
H -4.828 -0.019 -0.980
H -7.821 -0.781 -2.696
H -6.881 -2.232 -2.363
H -6.136 -0.570 -2.823
H -5.310 2.192 0.195
H -6.703 1.735 -0.350
C -5.008 2.819 -2.658
C -3.528 2.701 -2.307
C -2.644 3.793 -2.913
O -1.243 3.581 -2.677
C -0.645 2.669 -3.599
N -3.318 2.714 -0.913
H -5.517 3.782 -2.610
H -5.597 2.214 -1.969
H -5.233 2.533 -3.685
H -3.176 1.750 -2.706
H -2.962 4.776 -2.565
H -2.902 3.827 -3.971
H -0.656 3.066 -4.614
H -1.181 1.724 -3.693
H 0.375 2.469 -3.269
H -3.461 3.686 -0.679
H -2.338 2.780 -0.680
C 8.721 2.602 6.187
C 7.338 2.126 5.675
C 6.261 1.986 6.812
O 4.923 1.612 6.335
C 4.739 0.293 5.699
N 6.839 2.975 4.636
H 9.534 2.349 5.506
H 8.942 2.056 7.104
H 8.945 3.622 6.501
H 7.455 1.154 5.195
H 6.150 2.921 7.362
H 6.667 1.254 7.511
H 5.573 0.061 5.037
H 3.802 0.134 5.164
H 4.719 -0.334 6.590
H 6.715 3.805 5.197
H 5.911 2.585 4.558
C -2.440 0.709 -8.384
C -3.660 1.311 -7.768
C -3.457 1.849 -6.300
O -3.024 0.985 -5.285
C -3.959 0.033 -4.795
N -4.188 2.277 -8.734
H -1.567 1.329 -8.181
H -2.335 0.442 -9.436
H -2.234 -0.260 -7.930
H -4.285 0.423 -7.666
H -4.376 2.404 -6.111
H -2.721 2.642 -6.428
H -3.673 -0.259 -3.784
H -3.970 -0.828 -5.464
H -4.995 0.331 -4.633
H -5.078 2.629 -8.412
H -3.700 3.161 -8.726
C -0.168 -8.167 -0.068
C -1.244 -7.443 0.687
C -1.108 -5.928 0.865
O 0.170 -5.563 1.493
C 0.299 -4.119 1.571
N -2.503 -7.777 0.085
H -0.175 -7.734 -1.068
H -0.252 -9.254 -0.077
H 0.788 -7.916 0.392
H -1.291 -7.862 1.692
H -1.867 -5.651 1.595
H -1.368 -5.375 -0.038
H 1.298 -3.881 1.937
H -0.367 -3.787 2.367
H 0.022 -3.622 0.641
H -2.272 -8.702 -0.248
H -3.193 -7.809 0.823
C -1.484 2.700 3.283
C -0.682 3.245 2.113
O -0.718 4.618 2.083
H -2.472 2.409 2.927
H -1.580 3.384 4.126
H -1.027 1.816 3.728
H -0.956 2.818 1.149
H 0.362 3.014 2.324
H -0.559 4.869 1.171
C 3.709 -2.739 3.555
C 4.567 -3.974 3.006
O 5.651 -4.341 3.844
H 3.163 -2.947 4.475
H 2.955 -2.423 2.835
H 4.383 -1.894 3.699
H 4.959 -3.829 2.000
H 3.948 -4.871 2.976
H 6.427 -3.955 3.431
C -0.003 -1.157 -4.648
C -0.897 -2.136 -5.336
O -0.574 -2.629 -6.613
H -0.263 -1.146 -3.590
H -0.148 -0.129 -4.981
H 1.030 -1.489 -4.752
H -1.804 -1.549 -5.475
H -0.992 -3.053 -4.755
H -1.362 -2.982 -7.031
C 5.210 1.357 0.193
C 5.487 1.649 1.728
O 6.893 1.808 1.916
H 5.252 2.294 -0.363
H 4.179 1.013 0.104
H 5.927 0.638 -0.202
H 5.255 0.862 2.446
H 4.976 2.568 2.014
H 6.946 2.264 2.759
*
```

***

(2)
Below is 8 unconnected molecules or ions with the total composition C40H120N18O8P6S2 at a distorted geometry, with properties calculated with ωB97M-V with the def2-TZVPD basis set.

The value obtained for the HOMO energy is -7.990 eV. Its total energy is -164031.51309 eV. As for the gap between HOMO and LUMO: 8.20 eV. As for the maximum force: 3.9 eV/Å.

Structure (ORCA input):
```
! RIJCOSX wB97M-V def2-TZVPD def2/J DEFGRID3
* xyz 0 1
O 4.066 1.962 -7.086
P 4.395 1.375 -8.409
N 3.301 1.693 -9.676
C 1.867 1.993 -9.399
C 3.590 1.561 -11.227
N 4.608 -0.417 -8.346
C 5.596 -1.013 -7.477
C 3.409 -1.253 -8.490
N 5.911 1.964 -8.973
C 6.277 3.331 -8.800
C 6.750 1.280 -9.954
H 1.683 2.046 -8.326
H 1.268 1.144 -9.729
H 1.569 2.951 -9.825
H 4.199 0.663 -11.327
H 4.165 2.373 -11.671
H 2.666 1.568 -11.804
H 5.941 -1.900 -8.007
H 6.435 -0.338 -7.308
H 5.130 -1.260 -6.523
H 2.553 -0.801 -7.989
H 3.138 -1.327 -9.543
H 3.516 -2.303 -8.219
H 6.774 3.425 -7.834
H 6.926 3.659 -9.611
H 5.408 3.973 -8.942
H 6.539 0.216 -9.846
H 7.789 1.600 -9.877
H 6.357 1.483 -10.951
O 4.232 -2.857 9.367
P 3.527 -3.570 8.260
N 2.752 -5.109 8.580
C 1.714 -5.107 9.557
C 3.481 -6.365 8.492
N 4.503 -3.767 6.847
C 4.068 -4.635 5.679
C 5.964 -3.645 7.002
N 2.156 -2.589 7.687
C 2.406 -1.140 7.926
C 1.280 -2.876 6.530
H 1.389 -4.082 9.737
H 2.085 -5.528 10.491
H 0.827 -5.608 9.170
H 4.195 -6.449 9.311
H 3.971 -6.388 7.518
H 2.793 -7.210 8.519
H 4.801 -5.358 5.322
H 3.180 -5.139 6.061
H 3.754 -3.960 4.883
H 6.425 -3.474 6.029
H 6.176 -2.695 7.493
H 6.421 -4.460 7.563
H 1.668 -0.512 7.428
H 2.467 -0.971 9.001
H 3.411 -0.878 7.596
H 0.871 -1.948 6.128
H 0.387 -3.432 6.816
H 1.762 -3.360 5.680
O -1.497 -10.493 3.287
P -2.123 -10.822 1.977
N -3.800 -10.404 1.915
C -4.123 -8.984 2.145
C -4.956 -11.336 2.174
N -1.979 -12.475 1.566
C -2.295 -13.465 2.592
C -2.215 -12.889 0.122
N -1.493 -10.072 0.571
C -2.212 -9.930 -0.654
C -0.215 -9.396 0.530
H -5.184 -8.850 2.357
H -3.712 -8.403 1.319
H -3.642 -8.594 3.042
H -5.110 -11.459 3.246
H -4.783 -12.324 1.748
H -5.864 -10.865 1.796
H -2.811 -12.965 3.412
H -2.900 -14.214 2.081
H -1.423 -14.006 2.959
H -3.207 -12.582 -0.209
H -1.369 -12.555 -0.479
H -2.208 -13.978 0.086
H -1.620 -10.364 -1.459
H -3.187 -10.411 -0.565
H -2.264 -8.875 -0.921
H 0.565 -9.890 1.110
H -0.290 -8.450 1.067
H 0.259 -9.240 -0.439
O 5.863 6.024 2.644
P 5.955 4.558 2.525
N 4.474 3.682 2.478
C 3.282 4.215 3.115
C 4.358 2.262 2.106
N 6.712 3.773 3.873
C 7.186 2.410 3.915
C 6.575 4.476 5.183
N 6.881 4.056 1.149
C 6.225 4.261 -0.164
C 8.293 4.337 1.121
H 3.457 4.358 4.181
H 2.363 3.641 2.998
H 3.074 5.171 2.634
H 5.249 1.997 1.537
H 3.481 1.949 1.539
H 4.332 1.637 2.999
H 7.801 2.097 3.071
H 7.845 2.271 4.773
H 6.360 1.743 4.160
H 5.787 5.228 5.138
H 6.289 3.795 5.984
H 7.498 4.911 5.566
H 6.642 3.588 -0.913
H 5.155 4.052 -0.168
H 6.287 5.275 -0.561
H 8.763 4.300 2.104
H 8.332 5.329 0.671
H 8.691 3.625 0.397
O 0.483 11.618 -5.199
P 1.645 11.020 -4.518
N 2.258 11.890 -3.195
C 1.713 13.208 -2.809
C 3.084 11.357 -2.137
N 3.016 10.904 -5.529
C 3.438 12.113 -6.254
C 4.204 10.040 -5.346
N 1.355 9.384 -3.918
C 1.514 8.261 -4.810
C 0.252 9.237 -2.896
H 1.253 13.075 -1.829
H 1.056 13.680 -3.539
H 2.520 13.941 -2.774
H 3.121 10.268 -2.093
H 2.692 11.773 -1.209
H 4.098 11.750 -2.213
H 2.607 12.692 -6.657
H 3.930 12.840 -5.607
H 4.212 11.877 -6.983
H 3.983 9.026 -5.016
H 4.763 9.873 -6.268
H 4.809 10.488 -4.557
H 2.318 7.669 -4.373
H 0.603 7.662 -4.779
H 1.753 8.632 -5.806
H -0.696 9.306 -3.428
H 0.188 9.966 -2.088
H 0.298 8.294 -2.351
O -9.936 -2.844 6.216
P -10.135 -2.207 4.904
N -8.663 -1.550 4.364
C -7.580 -1.096 5.325
C -8.436 -1.018 2.992
N -11.301 -0.991 4.924
C -12.475 -1.134 5.768
C -11.108 0.371 4.385
N -10.784 -3.312 3.753
C -11.653 -2.914 2.612
C -10.731 -4.792 3.852
H -6.677 -0.758 4.816
H -7.397 -1.965 5.957
H -7.882 -0.343 6.053
H -7.946 -0.047 2.925
H -9.362 -0.985 2.417
H -7.839 -1.740 2.435
H -12.160 -1.800 6.571
H -13.100 -0.279 6.026
H -13.187 -1.834 5.330
H -10.409 0.260 3.556
H -12.049 0.775 4.009
H -10.709 1.034 5.152
H -11.898 -3.822 2.061
H -12.499 -2.408 3.076
H -11.118 -2.221 1.963
H -11.766 -5.132 3.893
H -10.257 -5.175 4.755
H -10.168 -5.238 3.032
C -1.262 -0.905 -2.673
S -2.084 -1.024 -1.044
O -1.076 -1.695 -0.080
C -2.252 0.829 -0.777
H -0.905 -1.830 -3.127
H -0.345 -0.333 -2.531
H -1.820 -0.311 -3.396
H -1.349 1.409 -0.968
H -2.485 1.035 0.267
H -3.058 1.191 -1.415
C -8.145 2.961 -6.359
S -8.055 4.117 -4.989
O -8.316 3.231 -3.734
C -6.223 4.262 -5.013
H -9.135 2.524 -6.494
H -7.604 2.074 -6.029
H -7.878 3.417 -7.312
H -5.609 4.487 -4.141
H -5.988 5.177 -5.557
H -5.701 3.437 -5.498
*
```